DFT (the ωB97M-V functional and the def2-TZVPD basis) results for C35H20ClIN6O9SSeTi as an isolated structure in a non-equilibrium geometry.

Each line ends with the Mulliken spin population.
Geometry (Å):
Ti  -0.020  1.005  -0.143  0.863
O  -4.354  4.864  1.723  0.004
C  -3.380  3.978  1.429  0.019
C  -2.047  4.187  1.792  -0.013
C  -1.112  3.216  1.463  0.016
N  -1.460  2.091  0.839  0.036
C  -2.707  1.922  0.412  0.020
C  -3.709  2.828  0.694  0.000
C  -2.784  0.678  -0.487  0.012
O  -3.830  0.316  -0.983  0.014
O  -1.633  0.121  -0.591  -0.024
C  0.403  3.316  1.546  0.024
O  0.964  4.209  2.160  0.003
O  0.949  2.380  0.857  -0.004
H  -3.979  5.637  2.164  0.000
H  -1.727  5.093  2.285  0.000
H  -4.707  2.684  0.316  0.000
Se  0.867  -5.158  5.343  0.001
N  -0.648  -4.332  4.854  0.001
C  -0.328  -3.360  4.009  -0.001
C  -1.267  -2.472  3.402  0.004
C  -2.640  -2.578  3.631  -0.002
C  -3.491  -1.685  3.023  0.006
C  -2.938  -0.672  2.231  0.005
N  -1.654  -0.531  2.008  0.031
C  -0.805  -1.425  2.552  0.019
C  0.590  -1.255  2.295  -0.012
N  0.999  -0.200  1.545  0.000
C  2.299  -0.024  1.383  0.002
C  3.277  -0.874  1.908  -0.003
C  2.881  -1.964  2.649  0.006
C  1.522  -2.164  2.877  -0.008
C  1.063  -3.219  3.724  0.001
N  1.868  -4.084  4.329  -0.001
H  -2.993  -3.358  4.288  0.000
H  -4.560  -1.742  3.149  0.000
H  -3.587  0.060  1.767  0.000
H  2.597  0.849  0.814  -0.001
H  4.321  -0.664  1.732  -0.001
H  3.585  -2.656  3.086  0.000
Cl  2.171  5.859  -5.177  0.000
C  1.444  4.736  -4.073  0.008
C  0.072  4.694  -3.987  -0.002
C  -0.519  3.819  -3.085  0.010
I  -2.595  3.717  -2.818  0.003
C  0.205  2.969  -2.261  -0.009
O  -0.397  2.210  -1.410  -0.066
C  1.632  2.992  -2.380  0.021
N  2.312  2.133  -1.606  -0.001
C  3.616  2.113  -1.706  0.005
C  4.342  2.982  -2.532  -0.002
C  3.670  3.882  -3.315  0.004
C  2.260  3.897  -3.284  -0.004
H  -0.541  5.337  -4.601  -0.001
H  4.134  1.376  -1.105  0.001
H  5.421  2.939  -2.533  0.000
H  4.194  4.576  -3.960  0.000
C  -0.433  -6.443  -1.089  0.000
C  -0.157  -5.024  -1.497  0.000
C  -0.938  -3.985  -1.006  0.001
C  -0.673  -2.672  -1.351  -0.001
C  0.383  -2.386  -2.195  0.002
C  1.162  -3.404  -2.712  0.000
C  0.881  -4.721  -2.375  0.000
S  0.816  -0.662  -2.429  -0.008
O  -0.266  0.067  -3.040  0.001
O  2.073  -0.615  -3.139  0.002
O  0.994  -0.253  -0.986  0.014
H  -1.152  -6.473  -0.276  0.000
H  0.477  -6.940  -0.758  0.000
H  -0.836  -7.013  -1.924  0.000
H  -1.763  -4.199  -0.344  0.000
H  -1.272  -1.860  -0.969  0.002
H  1.983  -3.143  -3.364  0.000
H  1.476  -5.524  -2.790  0.000

* total charge: -1
* 2S+1: 2
* HOMO-LUMO gap (spin up / spin down): 4.14 / 5.72 eV
* energy relative to the best compared isomer or geometry (same formula, charge and spin): 53.8 kcal per mole
* E_tot: -183915.5356 eV

---

DFT (the ωB97M-V functional and the def2-TZVPD basis) results for C35H21BrF6N7O5S2Ta as an isolated structure.

Each line ends with the Mulliken charge.
Geometry (Å):
Ta  -0.309  0.191  0.109  1.981
C  -2.631  3.443  -1.886  -1.135
C  -2.160  2.489  -0.989  -0.045
N  -1.076  1.762  -1.235  0.124
C  -0.409  1.947  -2.401  0.213
C  -0.827  2.866  -3.373  0.583
C  -1.968  3.632  -3.077  -0.530
C  -0.093  2.933  -4.585  -0.953
C  0.965  2.094  -4.772  -0.990
C  1.383  1.180  -3.772  -0.938
C  0.725  1.135  -2.573  0.803
N  0.983  0.331  -1.440  0.737
C  2.086  -0.558  -1.430  -0.575
C  3.344  -0.340  -1.923  0.084
C  4.320  -1.358  -1.842  -1.153
C  4.040  -2.568  -1.274  -0.954
C  2.766  -2.795  -0.698  1.039
C  2.383  -3.989  -0.054  -0.787
C  1.133  -4.091  0.501  -0.415
C  0.278  -2.986  0.470  -0.141
N  0.600  -1.845  -0.125  0.042
C  1.815  -1.766  -0.758  0.396
H  -3.513  4.014  -1.637  0.453
H  -2.673  2.311  -0.051  0.563
H  -2.324  4.363  -3.793  0.515
H  -0.394  3.632  -5.354  0.475
H  1.513  2.117  -5.704  0.429
H  2.214  0.527  -3.987  0.763
H  3.611  0.613  -2.356  0.880
H  5.304  -1.166  -2.247  0.453
H  4.783  -3.353  -1.239  0.495
H  3.079  -4.816  -0.001  0.545
H  0.809  -4.995  0.996  0.061
H  -0.687  -3.044  0.953  0.326
Br  0.599  -7.434  2.368  -0.113
C  -1.017  -6.533  2.755  0.001
C  -1.318  -6.215  4.071  -0.636
C  -2.520  -5.589  4.358  -0.266
C  -3.379  -5.237  3.326  0.065
C  -3.088  -5.584  2.012  -0.117
C  -1.901  -6.243  1.725  -0.497
N  -4.630  -4.627  3.705  -0.354
N  -5.019  -3.583  3.176  -0.489
C  -4.212  -2.867  2.234  -0.100
C  -4.653  -2.715  0.946  -0.434
C  -3.930  -1.957  0.001  -0.519
C  -2.782  -1.338  0.400  0.973
O  -1.992  -0.545  -0.383  -0.673
C  -2.342  -1.433  1.727  -0.949
N  -1.187  -0.755  2.004  0.054
C  -0.748  -0.763  3.253  0.156
C  -1.412  -1.442  4.280  -1.469
C  -2.550  -2.157  3.999  -0.427
C  -3.046  -2.180  2.679  0.868
H  -0.637  -6.486  4.866  0.481
H  -2.802  -5.384  5.383  0.514
H  -3.801  -5.386  1.224  0.549
H  -1.682  -6.556  0.713  0.553
H  -5.572  -3.201  0.646  0.550
H  -4.284  -1.863  -1.016  0.597
H  0.156  -0.210  3.455  0.187
H  -1.016  -1.394  5.284  0.536
H  -3.075  -2.681  4.787  0.710
F  4.144  1.072  3.840  -0.156
C  3.139  0.357  3.399  0.657
F  3.520  -0.879  3.119  -0.175
F  2.159  0.333  4.293  -0.220
S  2.542  1.109  1.814  0.948
O  1.508  0.147  1.325  -0.464
O  3.659  1.264  0.959  -0.630
N  1.819  2.420  2.315  -0.616
S  0.673  2.934  1.387  1.132
O  -0.423  1.891  1.348  -0.956
O  1.035  3.415  0.101  -0.624
C  -0.094  4.279  2.406  0.505
F  -1.168  4.679  1.745  -0.163
F  -0.430  3.802  3.585  -0.171
F  0.779  5.252  2.516  -0.165

* total charge: +2
* HOMO-LUMO gap: 6.46 eV
* energy relative to the best compared isomer or geometry (same formula, charge and spin): 4.6 kcal per mole
* E_tot: -166862.9334 eV

---

DFT (the ωB97M-V functional and the def2-TZVPD basis) results for C35H21F9NO2PPtS2 as an isolated structure in a non-equilibrium geometry.

Each line ends with the Mulliken charge.
Geometry (Å):
Pt  -0.152  0.244  -0.302  0.673
O  -1.203  1.283  3.479  -0.686
C  -1.385  0.828  2.368  0.797
O  -0.520  1.095  1.408  -0.600
C  -2.589  -0.019  2.082  -0.172
C  -3.272  -0.524  3.189  -0.572
C  -4.436  -1.256  3.041  -0.608
C  -4.946  -1.471  1.766  -0.525
C  -4.281  -0.972  0.659  -0.802
C  -3.093  -0.249  0.801  0.668
S  -2.398  0.394  -0.692  -0.535
H  -2.867  -0.305  4.168  0.470
H  -4.949  -1.642  3.912  0.385
H  -5.865  -2.028  1.632  0.374
H  -4.675  -1.133  -0.337  0.441
S  0.318  -0.057  -4.684  -0.230
C  0.766  0.222  -3.070  0.086
N  0.205  -0.535  -2.172  0.136
C  -0.671  -1.453  -2.781  -0.262
C  -1.410  -2.436  -2.122  -0.173
C  -2.218  -3.252  -2.877  -0.767
C  -2.299  -3.107  -4.272  -0.471
C  -1.562  -2.151  -4.932  -0.599
C  -0.738  -1.326  -4.163  0.818
H  1.485  0.989  -2.816  0.182
H  -1.344  -2.528  -1.047  0.441
H  -2.806  -4.017  -2.387  0.409
H  -2.950  -3.759  -4.839  0.389
H  -1.613  -2.046  -6.007  0.401
F  8.264  -0.728  -1.430  -0.254
C  7.650  -1.376  -0.422  0.806
F  7.639  -2.680  -0.734  -0.283
F  8.424  -1.225  0.667  -0.257
C  6.265  -0.831  -0.193  0.198
C  5.149  -1.599  -0.456  -0.690
C  3.883  -1.045  -0.280  -0.426
C  3.740  0.265  0.151  0.215
C  4.879  1.025  0.438  -0.325
C  6.135  0.482  0.260  -1.116
P  2.062  0.920  0.446  1.211
C  2.065  2.498  -0.498  0.710
C  0.982  3.369  -0.335  -0.236
C  0.848  4.481  -1.148  -1.123
C  1.785  4.730  -2.142  0.083
C  2.861  3.877  -2.318  -1.027
C  2.996  2.762  -1.500  -1.021
C  1.660  5.953  -3.009  0.821
F  0.384  6.348  -3.141  -0.270
F  2.145  5.738  -4.246  -0.272
F  2.346  6.992  -2.496  -0.250
C  2.166  1.398  2.194  0.882
C  2.212  2.715  2.631  0.065
C  2.261  2.991  3.990  -1.200
C  2.267  1.951  4.904  0.312
C  2.227  0.633  4.474  -1.013
C  2.180  0.359  3.119  -0.773
C  2.259  2.256  6.378  0.834
F  2.823  1.267  7.095  -0.281
F  1.011  2.420  6.845  -0.237
F  2.935  3.387  6.657  -0.277
H  5.259  -2.621  -0.790  0.481
H  3.000  -1.641  -0.485  0.513
H  4.779  2.039  0.807  0.524
H  7.020  1.066  0.478  0.403
H  0.248  3.179  0.439  0.461
H  0.001  5.142  -1.020  0.483
H  3.590  4.075  -3.092  0.445
H  3.833  2.096  -1.662  0.443
H  2.193  3.532  1.924  0.431
H  2.287  4.015  4.337  0.437
H  2.218  -0.172  5.195  0.433
H  2.125  -0.670  2.782  0.471

* HOMO-LUMO gap: 7.20 eV
* energy relative to the best compared isomer or geometry (same formula, charge and spin): 15.0 kcal per mole
* E_tot: -100888.6290 eV